Formula: C4H9N2
Source: OMol25
Level of theory: the ωB97M-V functional and the def2-TZVPD basis

Each line ends with the Löwdin charge.
Geometry (Å):
N (0.49764, 1.67775, -0.01765)  0.097
N (-0.14516, -0.92128, -0.54014)  0.131
C (-0.70304, 3.89043, -0.01855)  0.064
C (0.60099, -3.00591, 0.50297)  0.070
C (-0.03266, 2.79845, -0.02497)  -0.188
C (-0.24061, -1.99799, 0.45745)  -0.159
H (-0.79126, 4.51724, -0.88589)  0.082
H (-1.03519, -0.86187, -1.04725)  0.164
H (-1.05019, -1.84987, 1.15485)  0.120
H (1.49014, 1.66939, 0.21056)  0.109
H (-1.17350, 4.24372, 0.88355)  0.086
H (0.50000, -3.76509, 1.25831)  0.082
H (0.58734, -1.16469, -1.21672)  0.157
H (1.41300, -3.12467, -0.19606)  0.078
H (0.06578, 0.14000, -0.19815)  0.106

Properties
Relative energy (zero: lowest compared OMol25 entry of this formula, charge and spin), kcal/mol: 57.58
Gap between HOMO and LUMO, eV: 10.6
E_LUMO, eV: -3.08
Charge: +1
Spin multiplicity: 1
E_tot, a.u.: -267.0075



Formula: C10H16O
Source: OMol25
Level of theory: the ωB97M-V functional and the def2-TZVPD basis

Each line ends with the Löwdin charge.
Geometry (Å):
O (0.18054, 0.15109, 3.87326)  0.027
C (-2.45912, -0.78732, 1.48290)  -0.048
C (-1.73759, -1.13574, 0.34525)  -0.282
C (-2.39703, -1.48804, -0.94069)  -0.055
C (1.10021, 1.23003, -2.77332)  -0.127
C (-1.86360, -0.40179, 2.67555)  -0.018
C (2.45996, 1.25227, -2.09185)  -0.310
C (0.23794, -0.93771, 1.73389)  -0.036
C (2.26753, 1.37397, -0.57236)  -0.114
C (-0.48432, -0.46158, 2.82657)  -0.326
C (-0.36240, -1.26789, 0.54996)  -0.062
H (0.19717, -1.51944, -0.34832)  0.109
H (-1.69775, -1.88688, -1.66282)  0.071
H (0.61277, 2.19999, -2.67000)  0.067
H (0.45354, -0.52852, 4.49818)  0.105
H (-2.69408, -0.54937, -1.42025)  0.084
H (2.92559, 0.30128, -2.25881)  0.084
H (-3.50799, -0.54284, 1.36844)  0.112
H (-2.38081, 0.10550, 3.48075)  0.117
H (3.07654, 1.82582, -0.02931)  0.060
H (1.94210, 0.42216, -0.18718)  0.043
H (-3.31445, -2.06542, -0.88164)  0.081
H (3.13073, 2.02917, -2.45981)  0.098
H (1.29725, -1.12625, 1.89302)  0.119
H (1.49337, 2.13642, -0.40178)  0.077
H (1.09988, 1.05443, -3.84792)  0.068
H (0.42399, 0.61668, -2.18169)  0.056

Properties
Relative energy (zero: lowest compared OMol25 entry of this formula, charge and spin), kcal/mol: 31.93
SMILES string: Cc1ccc(O)cc1.CCC
Gap between HOMO and LUMO, eV: 9.7
E_LUMO, eV: 0.89
Spin multiplicity: 1
E_tot, a.u.: -465.8469



Formula: C12H36O10S7Sr
Source: OMol25
Level of theory: the ωB97M-V functional and the def2-TZVPD basis

Each line ends with the Löwdin charge.
Geometry (Å):
Sr (0.25843, -0.01087, 0.33305)  1.439
S (-3.33330, 0.94608, -0.40537)  0.888
S (1.04663, 2.47107, 3.34802)  0.853
S (1.66946, 3.03488, -1.07456)  0.877
S (-0.21186, -0.84372, -3.48601)  0.855
S (-1.00136, -3.54917, 0.57780)  0.908
S (2.91912, -1.40374, 0.37338)  0.185
S (-1.32836, 0.00233, 3.72835)  0.864
O (0.54739, 1.89963, 2.04970)  -0.646
O (4.29827, -0.95277, 0.65054)  -0.402
O (-0.67820, -2.15644, 0.12276)  -0.693
O (0.68903, 1.88840, -1.10776)  -0.678
O (-1.96697, 0.92053, 0.20541)  -0.660
O (-0.83097, -0.51619, 2.40984)  -0.656
O (1.99633, -1.08627, 1.49448)  -0.545
O (2.95080, -2.86440, 0.21013)  -0.397
O (-0.44483, -0.24056, -2.15115)  -0.633
O (2.43678, -0.74938, -0.85517)  -0.483
C (-3.60514, -0.57859, -1.36797)  -0.230
C (2.44717, 3.49406, 2.91563)  -0.256
C (1.58391, -0.97111, -3.68509)  -0.231
C (-3.13809, -0.01315, 3.55861)  -0.216
C (3.30658, 2.31240, -1.01776)  -0.252
C (-2.45363, -4.04669, -0.44774)  -0.246
C (0.19688, -4.56710, -0.31880)  -0.236
C (1.80485, 3.52432, -2.82653)  -0.250
C (-3.17732, 2.04805, -1.85119)  -0.228
C (2.01731, 1.11290, 4.02654)  -0.242
C (-1.21575, -1.34277, 4.89911)  -0.255
C (-0.59451, 0.40984, -4.74352)  -0.244
H (0.83323, 3.67909, -3.29654)  0.046
H (-4.56601, -0.43909, -1.85584)  0.054
H (3.30624, 1.36797, -1.56667)  0.052
H (4.10432, 3.02823, -1.23223)  0.066
H (-1.68541, 0.45125, -4.72364)  0.038
H (2.39076, 4.42784, -2.99107)  0.052
H (0.22506, -4.28221, -1.36971)  0.064
H (-1.51931, -1.01968, 5.89945)  0.062
H (2.13023, -0.08071, -3.38541)  0.049
H (-4.04721, 1.80225, -2.46678)  0.048
H (1.88573, -1.86041, -3.13890)  0.053
H (2.12084, 4.26112, 2.21665)  0.051
H (-0.32603, 0.09545, -5.75086)  0.053
H (-2.58617, -5.12821, -0.33641)  0.049
H (-2.77247, -0.80796, -2.03211)  0.034
H (3.62336, 2.00086, -0.01291)  0.055
H (-3.56995, -1.38402, -0.63726)  0.031
H (1.83435, -1.12848, -4.74086)  0.056
H (-2.29246, -3.74227, -1.47366)  0.057
H (3.15283, 2.82188, 2.42483)  0.058
H (-2.27015, 1.86526, -2.42207)  0.043
H (-0.14709, 1.36729, -4.48271)  0.047
H (-3.22800, 3.08597, -1.53329)  0.051
H (2.71921, 1.50001, 4.77866)  0.060
H (1.19588, -4.40646, 0.09579)  0.038
H (-1.71477, -2.22438, 4.50283)  0.059
H (-3.53863, -1.01231, 3.73034)  0.053
H (-3.32711, -3.69015, 0.09999)  0.036
H (-0.05390, -5.62558, -0.22052)  0.053
H (-3.64422, 0.67114, 4.23849)  0.056
H (-3.31061, 0.28820, 2.52738)  0.026
H (2.51620, 0.47408, 3.29507)  0.064
H (1.40932, 0.49534, 4.69520)  0.031
H (2.26720, 2.68175, -3.34344)  0.046
H (-0.18313, -1.62893, 5.12637)  0.060
H (2.87922, 3.92429, 3.81711)  0.056

Properties
Relative energy (zero: lowest compared OMol25 entry of this formula, charge and spin), kcal/mol: 0.00
Gap between HOMO and LUMO, eV: 6.3
E_LUMO, eV: 0.10
Spin multiplicity: 1
E_tot, a.u.: -4049.2108



Formula: C37H31As2BiN8O7S2
Source: OMol25
Level of theory: the ωB97M-V functional and the def2-TZVPD basis

Each line ends with the Löwdin charge.
Geometry (Å):
Bi (9.06133, -16.17093, -13.18564)  2.105
As (12.11196, -15.19933, -7.91853)  1.123
As (13.97737, -12.75324, -9.32626)  1.109
S (9.25138, -13.20126, -11.60776)  0.622
S (9.59689, -22.75815, -17.32877)  1.026
O (8.67444, -17.17195, -11.19756)  -0.234
O (6.56560, -16.12774, -12.95302)  -0.182
O (10.20493, -12.27428, -11.04375)  -0.284
O (8.94598, -14.45079, -10.91947)  -0.388
O (4.25458, -15.38446, -11.06747)  0.093
O (4.73124, -17.24922, -8.62630)  0.114
O (7.70122, -17.00682, -8.48730)  0.122
N (10.59030, -11.88749, -13.82181)  0.099
N (9.55132, -13.84159, -13.07628)  -0.311
N (10.49023, -22.17787, -16.08160)  -0.190
N (10.65833, -13.91135, -15.03441)  0.083
N (4.13936, -11.15438, -13.74855)  0.086
N (8.11084, -17.31330, -15.22332)  -0.009
N (10.43652, -17.87158, -13.95520)  -0.093
N (8.61794, -21.53337, -17.65341)  -0.218
C (11.48500, -13.36279, -15.91573)  -0.142
C (11.66786, -18.10015, -13.36989)  -0.063
C (9.94684, -18.81885, -14.78972)  -0.151
C (5.25271, -11.57463, -13.09946)  -0.320
C (11.33327, -11.32818, -14.77999)  -0.112
C (8.68405, -18.52479, -15.53774)  -0.110
C (14.05706, -11.56049, -6.76848)  -0.156
C (16.03903, -12.43879, -9.17816)  -0.309
C (13.50063, -12.65700, -4.70251)  -0.103
C (7.67385, -11.40293, -12.94847)  -0.058
C (11.95819, -20.15747, -14.49535)  0.061
C (8.86092, -20.61205, -16.73569)  -0.300
C (6.50209, -11.02646, -13.54955)  -0.035
C (10.31337, -13.17344, -13.96703)  -0.528
C (12.46635, -19.21999, -13.61459)  -0.014
C (13.57551, -12.68500, -7.42336)  -0.502
C (8.14207, -19.37677, -16.51325)  -0.087
C (12.60770, -16.67453, -6.55183)  -0.311
C (5.21545, -16.08857, -10.81944)  -0.275
C (10.07405, -20.89229, -15.97579)  -0.291
C (7.03623, -16.90357, -9.47781)  -0.313
C (13.36794, -11.01204, -9.98434)  -0.346
C (14.09474, -11.56131, -5.36110)  -0.078
C (12.84646, -13.64083, -5.39744)  -0.146
C (7.42453, -16.99663, -10.87870)  -0.345
C (6.27543, -17.88157, -16.62686)  -0.016
C (5.27667, -12.40233, -11.95410)  -0.005
C (10.64163, -19.97243, -15.04900)  -0.092
C (6.49208, -12.90718, -11.43410)  -0.067
C (6.91946, -16.98122, -15.75531)  -0.081
C (7.64897, -12.48382, -11.99078)  -0.286
C (12.93574, -13.73655, -6.77593)  -0.426
C (11.86103, -12.01980, -15.86136)  -0.062
C (6.39118, -16.44204, -11.69218)  -0.304
C (5.49112, -16.82840, -9.50023)  -0.206
C (10.25275, -15.14089, -7.46457)  -0.364
C (6.85101, -19.10048, -17.03140)  0.041
H (16.49850, -13.39775, -9.39051)  -0.021
H (16.39213, -12.11492, -8.13797)  0.031
H (5.27357, -17.59380, -17.05579)  0.133
H (9.76368, -15.39534, -8.44364)  -0.004
H (14.50626, -10.72763, -7.35901)  0.102
H (12.42561, -21.09037, -14.76578)  0.119
H (11.82952, -17.42535, -6.56699)  -0.002
H (11.52255, -10.25877, -14.54116)  0.126
H (6.34470, -19.81908, -17.71355)  0.138
H (12.52414, -11.24457, -10.59594)  -0.043
H (13.56369, -17.06536, -6.96894)  0.002
H (16.37090, -11.70078, -9.93245)  0.003
H (6.51843, -10.33399, -14.35477)  0.093
H (13.60743, -12.77027, -3.60212)  0.111
H (12.08470, -17.26561, -12.78963)  0.132
H (12.34621, -11.52981, -16.69437)  0.095
H (12.77708, -16.26661, -5.52116)  0.012
H (12.16269, -14.34933, -4.93193)  0.097
H (11.70589, -14.01231, -16.76785)  0.107
H (14.16703, -10.57119, -10.64448)  0.031
H (13.06441, -10.28645, -9.20143)  0.029
H (6.40363, -16.08349, -15.54905)  0.109
H (14.40051, -10.67515, -4.75505)  0.110
H (6.48630, -13.61573, -10.62455)  0.111
H (4.36875, -12.67561, -11.37836)  0.117
H (13.41674, -19.22875, -13.08916)  0.123
H (8.70684, -11.00768, -13.22938)  0.112
H (9.87262, -14.16392, -7.14125)  0.037
H (4.18049, -10.79512, -14.71853)  0.116
H (9.93285, -15.94669, -6.84335)  0.005
H (3.29480, -11.09132, -13.20522)  0.097

Properties
Relative energy (zero: lowest compared OMol25 entry of this formula, charge and spin), kcal/mol: 49.29
Gap between HOMO and LUMO, eV: 5.2
E_LUMO, eV: -2.10
Spin multiplicity: 1
E_tot, a.u.: -7875.6668